A molecular structure, C6H15N. Source: the Open Molecules 2025 dataset; level of theory: wB97M-V/def2-TZVPD.

```
22
Properties=species:S:1:pos:R:3:nbo_charge:R:1
H -0.16 1.79 1.84 0.204
C 0.78 -0.88 1.21 -0.257
H 1.58 2.10 1.71 0.209
H -1.76 -0.50 -2.07 0.192
H 0.40 -0.39 2.08 0.201
H -0.72 0.60 -0.08 0.227
C 0.71 1.11 -0.02 -0.227
C 0.65 2.07 1.15 -0.640
C -1.87 -0.14 0.07 -0.645
H -2.99 -1.46 -1.25 0.198
H 1.01 -0.90 -1.74 0.220
H 1.00 -1.93 1.23 0.189
N 1.26 -0.14 0.21 -0.261
H -2.03 -0.69 1.00 0.195
H 0.43 3.07 0.78 0.223
H 2.08 -1.85 -0.71 0.212
C 1.78 -0.84 -0.97 -0.406
H 1.08 1.56 -0.93 0.190
C -1.99 -1.04 -1.14 -0.617
H -1.29 -1.88 -1.07 0.190
H 2.64 -0.30 -1.35 0.212
H -2.61 0.67 0.05 0.191
```

Results
- gap between HOMO and LUMO (hartree) = 0.277
- E_HOMO (Eh) = -0.243
- energy above the lowest of the compared OMol25 structures with the same formula, charge and spin (kcal per mole) = 93.81
- strongest force on any atom (eV/A) = 2.4